# 1
An isolated molecule of C5H8O. Source: the Open Molecules 2025 dataset; level of theory: ωB97M-V with the def2-TZVPD basis set.

Values from the calculation:
structure (SMILES): C1C[C@@H]2C[C@@H]2O1
ΔE to the lowest compared entry with this formula, charge and spin: 144.94 kJ/mol
max |F|: 0.006 Eh/bohr
HOMO level: -9.34 eV

The geometry in ORCA input format:
```
! RIJCOSX wB97M-V def2-TZVPD def2/J DEFGRID3
* xyz 0 1
C -1.51 -0.26 -0.34
C -0.75 0.91 0.28
C 0.54 0.21 0.72
C 1.63 0.11 -0.31
C 0.64 -1.00 -0.16
O -0.50 -1.03 -0.99
H -2.26 0.01 -1.09
H -1.99 -0.85 0.46
H -0.52 1.66 -0.49
H -1.27 1.39 1.10
H 0.78 0.19 1.78
H 1.59 0.75 -1.19
H 2.62 -0.08 0.08
H 0.99 -1.99 0.13
*
```

---

# 2
A 5-piece molecular cluster, C20H41NO6 overall. Source: the Open Molecules 2025 dataset; level of theory: ωB97M-V with the def2-TZVPD basis set.

Values from the calculation:
structure (SMILES): CCCCCCCNC(=O)O.CC(C)=O.CC(C)=O.CC(C)=O.CC(C)=O
max |F|: 0.038 Eh/bohr
HOMO level: -9.53 eV

The geometry in ORCA input format:
```
! RIJCOSX wB97M-V def2-TZVPD def2/J DEFGRID3
* xyz 0 1
C -1.94 -0.97 3.42
C -1.43 -1.30 2.00
C 0.11 -1.30 1.99
C 0.75 -2.59 1.42
C 1.36 -2.36 0.05
C 2.18 -3.54 -0.50
C 3.34 -3.07 -1.35
N 2.86 -2.42 -2.58
C 3.81 -1.53 -3.13
O 4.66 -1.85 -3.94
O 3.69 -0.24 -2.69
H -1.53 -0.01 3.71
H -3.03 -0.94 3.43
H -1.57 -1.73 4.10
H -1.83 -0.56 1.32
H -1.82 -2.27 1.70
H 0.42 -0.47 1.34
H 0.51 -1.07 2.97
H 0.00 -3.37 1.40
H 1.52 -2.91 2.11
H 0.58 -2.11 -0.66
H 2.02 -1.49 0.14
H 1.53 -4.19 -1.09
H 2.57 -4.15 0.31
H 3.96 -2.42 -0.73
H 3.94 -3.93 -1.65
H 2.03 -1.88 -2.38
H 3.57 -0.23 -1.73
C 3.57 3.44 0.85
C 4.11 2.05 0.67
C 5.61 1.90 0.63
O 3.38 1.09 0.55
H 2.48 3.41 0.86
H 3.93 3.86 1.79
H 3.90 4.08 0.03
H 6.04 2.25 1.57
H 6.02 2.48 -0.19
H 5.87 0.85 0.50
C 0.79 6.30 -2.54
C 2.15 5.65 -2.49
C 2.67 5.05 -3.77
O 2.79 5.62 -1.46
H 0.53 6.69 -1.56
H 0.79 7.12 -3.27
H 0.04 5.57 -2.85
H 2.75 5.82 -4.54
H 2.00 4.27 -4.12
H 3.66 4.62 -3.60
C -4.22 1.70 -1.90
C -3.51 0.57 -1.19
C -3.63 -0.80 -1.81
O -2.88 0.75 -0.18
H -4.06 2.63 -1.36
H -3.83 1.80 -2.92
H -5.29 1.49 -1.95
H -3.22 -0.79 -2.82
H -4.67 -1.11 -1.85
H -3.08 -1.52 -1.21
C -5.29 -4.42 2.96
C -5.52 -2.98 2.53
C -6.23 -2.09 3.52
O -5.15 -2.57 1.46
H -4.77 -4.95 2.16
H -4.69 -4.44 3.87
H -6.25 -4.91 3.15
H -5.67 -2.03 4.45
H -7.23 -2.49 3.74
H -6.33 -1.09 3.10
*
```

---

# 3
An isolated molecule of C3H3ClN2O. Source: the Open Molecules 2025 dataset; level of theory: ωB97M-V with the def2-TZVPD basis set.

Values from the calculation:
ΔE to the lowest compared entry with this formula, charge and spin: 450.46 kJ/mol
max |F|: 0.034 Eh/bohr
HOMO level (alpha / beta): -7.56 / -8.07 eV

The geometry in ORCA input format:
```
! RIJCOSX wB97M-V def2-TZVPD def2/J DEFGRID3
* xyz 0 1
C 0.58 1.11 0.11
C -0.73 0.81 -0.25
C 0.18 -1.42 -0.31
N 1.33 1.61 0.93
N -0.84 -0.60 -0.13
O -1.60 1.54 -0.69
Cl -2.40 -1.22 0.36
H 0.98 -1.17 -0.98
H 0.19 -2.38 0.18
H 2.32 1.72 0.79
*
```

---

# 4
C40H37BCl2N9O2S2Sc as an isolated structure. Source: the Open Molecules 2025 dataset; level of theory: ωB97M-V with the def2-TZVPD basis set.

Values from the calculation:
ΔE to the lowest compared entry with this formula, charge and spin: 195.47 kJ/mol
max |F|: 0.032 Eh/bohr
HOMO level: -1.14 eV

The geometry in ORCA input format:
```
! RIJCOSX wB97M-V def2-TZVPD def2/J DEFGRID3
* xyz -2 1
Sc -0.18 0.19 0.04
C 2.69 3.00 2.72
C 1.48 2.33 2.56
N 1.64 1.20 1.89
N 2.95 1.11 1.62
C 3.61 2.18 2.09
B 3.57 -0.09 0.91
N 2.97 -1.38 1.49
C 3.64 -2.32 2.18
C 2.83 -3.42 2.31
C 1.66 -3.05 1.64
N 1.75 -1.81 1.18
N 3.24 -0.06 -0.58
C 4.11 0.02 -1.59
C 3.40 0.02 -2.78
C 2.07 -0.06 -2.37
N 1.99 -0.11 -1.05
H 2.87 3.94 3.20
H 0.51 2.62 2.92
H 4.66 2.28 1.93
H 4.75 -0.10 1.07
H 4.64 -2.14 2.52
H 3.04 -4.35 2.80
H 0.81 -3.67 1.42
H 5.16 0.08 -1.41
H 3.79 0.08 -3.78
H 1.18 -0.09 -2.99
S -2.30 0.20 -1.74
C -2.36 -1.27 -2.67
C -3.30 -1.35 -3.69
C -3.44 -2.50 -4.46
C -2.62 -3.58 -4.21
C -1.68 -3.51 -3.20
C -1.52 -2.37 -2.41
S -0.32 -2.40 -1.14
H -3.94 -0.49 -3.86
H -4.18 -2.54 -5.25
H -2.71 -4.49 -4.79
H -1.03 -4.35 -2.99
C -2.68 3.36 3.37
C -2.64 2.01 3.69
C -2.02 1.10 2.85
C -1.40 1.44 1.62
C -1.49 2.82 1.34
C -2.09 3.76 2.18
H -3.16 4.08 4.02
H -3.09 1.67 4.62
H -2.02 0.07 3.18
H -1.05 3.21 0.43
H -2.10 4.80 1.89
Cl -3.99 2.42 -0.36
C -4.44 2.60 -2.01
C -5.71 2.26 -2.44
C -6.11 2.54 -3.73
C -5.25 3.20 -4.60
C -3.97 3.50 -4.17
Cl -2.89 4.27 -5.28
C -3.51 3.19 -2.89
N -2.19 3.37 -2.54
C -1.58 4.61 -2.39
C -2.34 5.75 -2.14
C -1.72 6.96 -1.89
C -0.34 7.05 -1.91
C 0.41 5.93 -2.22
C -0.18 4.71 -2.49
C 0.66 3.54 -2.85
C 1.03 2.74 -1.56
O 2.11 2.95 -1.03
O 0.14 1.93 -1.16
H -6.39 1.78 -1.74
H -7.10 2.28 -4.07
H -5.55 3.45 -5.60
H -1.75 2.58 -2.06
H -3.42 5.67 -2.09
H -2.32 7.84 -1.67
H 0.15 7.99 -1.68
H 1.49 6.00 -2.25
H 1.58 3.87 -3.32
H 0.12 2.86 -3.52
C -1.82 -4.41 3.50
C -2.33 -3.29 2.66
C -3.59 -2.88 2.28
C -3.39 -1.75 1.46
N -2.10 -1.50 1.34
N -1.48 -2.42 2.08
C -4.42 -0.87 0.85
H -2.58 -4.76 4.20
H -0.95 -4.08 4.07
H -1.51 -5.25 2.88
H -4.53 -3.33 2.54
H -0.47 -2.45 2.08
H -5.41 -1.31 0.90
H -4.15 -0.67 -0.19
H -4.42 0.09 1.38
*
```

---

# 5
C11H20N2OPZr as an isolated structure. Source: the Open Molecules 2025 dataset; level of theory: ωB97M-V with the def2-TZVPD basis set.

Values from the calculation:
max |F|: 0.087 Eh/bohr
HOMO level: -9.88 eV

The geometry in ORCA input format:
```
! RIJCOSX wB97M-V def2-TZVPD def2/J DEFGRID3
* xyz 1 1
C 1.02 0.48 -3.07
C 0.16 0.43 -4.17
C -0.66 -0.69 -4.52
C -0.89 -1.83 -3.71
C -0.79 -1.86 -2.34
Zr -0.69 0.23 -1.84
P -0.14 2.97 -1.40
H 1.99 0.98 -3.03
H 0.09 1.25 -4.91
H -1.05 -0.71 -5.54
H -0.96 -2.74 -1.73
H -1.19 -2.72 -4.29
H -1.10 3.79 -0.73
H 0.05 3.86 -2.50
H 1.00 3.40 -0.65
C -2.06 0.40 0.79
N -0.95 0.01 1.68
C -1.04 0.29 3.11
C -0.11 -0.61 3.88
C 1.26 -0.79 3.26
N 1.26 -0.68 1.82
C 2.54 -1.01 1.20
C 0.21 -0.32 1.11
O 0.31 -0.27 -0.19
H -2.88 0.75 1.42
H -2.43 -0.47 0.23
H -1.79 1.25 0.13
H -0.78 1.35 3.32
H -2.07 0.13 3.42
H -0.58 -1.59 4.04
H 0.04 -0.17 4.87
H 1.66 -1.78 3.52
H 1.96 -0.04 3.65
H 3.33 -0.40 1.67
H 2.77 -2.08 1.38
H 2.52 -0.83 0.12
*
```